Entry 1:
Below is C26H42B2F22N2O22S4Zr2 as an isolated structure, with properties calculated with ωB97M-V/def2-TZVPD.

Charge   +2
Max |F|   0.1827 hartree/bohr
HOMO level   -14.1 eV

Atoms and positions in Å:
1 Zr -4.62807 3.48608 1.59924
2 Zr -4.60747 -0.60254 -4.66987
3 N -2.65420 -0.37269 -7.14328
4 S -2.49482 -1.04820 -8.75049
5 O -1.27539 -1.75865 -9.10074
6 O -3.34494 -0.40719 -9.82813
7 F -3.30323 -2.36942 -8.34779
8 S -1.48938 0.65569 -7.58804
9 O -1.88590 1.78058 -8.37132
10 O -0.08741 0.22802 -7.50518
11 F -1.52406 1.41215 -6.16295
12 N -5.77152 0.59870 1.28660
13 S -6.83723 -0.19470 0.16214
14 O -7.76250 -1.15925 0.65940
15 O -6.19162 -0.27013 -1.21039
16 F -7.78181 1.09052 0.01666
17 S -5.35164 -0.86154 1.80921
18 O -4.87156 -1.86593 0.83591
19 O -6.11138 -1.37025 2.92830
20 F -4.01317 -0.29445 2.47257
21 B -4.34716 3.98803 4.40293
22 H -3.40387 4.00731 3.87940
23 H -4.21529 4.01607 5.47347
24 H -4.87108 4.81273 3.94509
25 H -4.83700 3.07416 4.10436
26 B -5.92713 -3.20169 -4.27454
27 H -6.59189 -2.35487 -4.20218
28 H -6.43203 -4.05748 -3.85390
29 H -5.63055 -3.27109 -5.30966
30 H -5.04404 -2.99401 -3.69036
31 O -2.12886 0.01134 -2.12260
32 C -1.00434 0.13082 -1.25884
33 C -0.71728 1.59405 -0.57834
34 O -1.66594 2.17044 0.33962
35 H -0.09841 -0.07736 -1.82808
36 H -1.05193 -0.57781 -0.43199
37 H -0.43346 2.36864 -1.29077
38 H 0.23458 1.46291 -0.06368
39 C 4.58692 -1.63609 0.82740
40 C 5.96605 -0.97200 1.18261
41 O 6.94214 -1.14409 0.14521
42 C 7.63734 -2.39497 -0.04431
43 O 7.70695 -3.36167 0.75688
44 C 8.27893 -2.54459 -1.46298
45 F 9.50219 -3.10413 -1.48561
46 F 7.54242 -3.45557 -2.21015
47 F 8.23190 -1.40741 -2.07733
48 H 4.17494 -1.13419 -0.04807
49 H 3.84718 -1.56536 1.62483
50 H 4.65502 -2.71637 0.69912
51 H 6.22005 -1.54847 2.07215
52 H 5.91815 0.08156 1.45799
53 C -1.25430 7.10149 4.98373
54 C -2.32386 8.05737 4.43663
55 O -2.06768 8.65777 3.15684
56 C -2.27057 7.90013 2.03475
57 O -2.75952 6.71130 1.96629
58 C -1.75516 8.67455 0.83544
59 F -0.98059 9.67240 1.16610
60 F -1.08187 7.90171 -0.06144
61 F -2.85993 9.21415 0.25297
62 H -1.75152 6.48026 5.72867
63 H -0.42145 7.63879 5.43736
64 H -0.77457 6.36966 4.33382
65 H -2.50563 8.78338 5.22907
66 H -3.31131 7.60044 4.37137
67 C 2.34072 -5.06185 5.29815
68 C 1.23840 -5.68865 4.58136
69 O 1.58016 -5.56179 3.17850
70 C 0.65871 -5.65297 2.20129
71 O -0.50183 -5.90932 2.34546
72 C 1.20933 -5.45527 0.75178
73 F 2.56080 -5.67402 0.69274
74 F 0.66392 -6.35492 -0.04785
75 F 0.89293 -4.29420 0.27184
76 H 3.33828 -5.39700 5.01418
77 H 2.23336 -5.25324 6.36583
78 H 2.38078 -3.97823 5.18745
79 H 0.25649 -5.30046 4.85204
80 H 1.25858 -6.75754 4.79389
81 C 2.19668 -4.06955 -6.44586
82 C 1.73355 -4.17776 -4.99517
83 O 0.72528 -5.18452 -5.06507
84 C -0.58451 -5.05966 -4.99885
85 O -1.19790 -3.94877 -5.17902
86 C -1.44115 -6.27559 -4.69623
87 F -2.31277 -6.39357 -5.67965
88 F -0.68580 -7.40667 -4.66799
89 F -2.07632 -6.10422 -3.54466
90 H 2.59764 -4.92743 -6.98565
91 H 2.88863 -3.22740 -6.45422
92 H 1.44768 -3.57092 -7.06107
93 H 1.35463 -3.26923 -4.52709
94 H 2.57525 -4.54614 -4.40871
95 C 4.13315 1.34660 -3.90970
96 C 4.95730 2.20703 -3.01139
97 O 4.53547 3.53854 -3.15827
98 C 5.32527 4.51268 -2.67153
99 O 6.35534 4.35029 -1.95875
100 C 4.80453 5.96497 -2.86600
101 F 5.60225 6.48875 -3.75986
102 F 3.57864 5.97018 -3.34756
103 F 4.85740 6.67920 -1.72059
104 H 4.28488 1.68284 -4.93538
105 H 3.06708 1.35473 -3.68272
106 H 4.53530 0.34532 -4.06407
107 H 6.03294 2.20760 -3.18779
108 H 4.81004 1.87969 -1.98219
109 C -3.23014 0.73320 8.71218
110 C -2.46234 -0.23852 7.69941
111 O -1.37588 0.48846 7.09464
112 C -0.45482 -0.15179 6.35152
113 O -0.59031 -1.31576 5.99023
114 C 0.84709 0.68932 6.09194
115 F 0.79505 1.90141 6.65320
116 F 1.94610 0.10354 6.66870
117 F 1.04333 0.94510 4.77493
118 H -3.03361 1.78380 8.49838
119 H -3.15972 0.49619 9.77377
120 H -4.27605 0.64327 8.41880
121 H -3.18725 -0.61318 6.97675
122 H -2.01232 -1.13139 8.13342

Here are the Löwdin charges for atoms 1 to 99, given in e: 1.7885 1.9048 -0.2579 0.6095 -0.1954 -0.2199 -0.1978 0.4600 -0.1790 -0.2004 -0.2511 -0.2996 0.5920 -0.1877 -0.3607 -0.2030 0.4696 -0.2482 -0.2073 -0.2070 -0.3285 -0.0518 0.0045 -0.0456 -0.0629 -0.2926 -0.0526 0.0174 -0.0265 -0.0515 -0.0788 -0.1493 -0.1557 -0.0839 0.1354 0.1410 0.1316 0.1389 -0.0613 -0.1981 -0.0315 -0.2136 0.1266 -0.5351 0.1694 0.1083 0.2017 0.0571 0.0677 0.0733 0.1130 0.1232 -0.0488 -0.1807 0.0435 -0.2642 0.0270 -0.5441 0.2133 0.1501 0.1535 0.0830 0.0827 0.0750 0.1334 0.1146 -0.0816 -0.2052 0.0233 -0.3578 0.1779 -0.5670 0.1370 0.1772 0.1934 0.0924 0.0930 0.0821 0.1346 0.1367 -0.0477 -0.1645 0.0406 -0.2893 0.0825 -0.5593 0.1953 0.1651 0.1935 0.0970 0.0800 0.0772 0.1241 0.1310 -0.0655 -0.2378 0.0188 -0.2959 0.1161

Entry 2:
Below is a 7-piece molecular cluster, C8H27BrFN4O8S overall, with properties calculated with ωB97M-V/def2-TZVPD.

Charge   +1
Max |F|   0.1661 hartree/bohr
HOMO level   -11.6 eV

Atoms and positions in Å:
1 N 5.69988 2.30872 -2.34064
2 C 4.43792 2.73873 -2.21483
3 N 3.99255 4.06477 -1.86902
4 C 2.58173 3.91850 -1.85917
5 N 2.22752 2.57709 -2.17845
6 S 0.54159 2.20387 -2.20757
7 O 0.00301 2.60079 -0.86263
8 O -0.15929 3.00232 -3.24309
9 F 0.21566 0.59388 -2.38287
10 N 3.34743 1.84019 -2.41741
11 Br 3.39288 0.03677 -2.88075
12 H 5.88457 1.30014 -2.22723
13 H 6.47897 2.96930 -2.47119
14 H 1.94522 4.80810 -1.59282
15 C 1.02604 -3.06293 -2.17490
16 O 2.27574 -3.12801 -2.85594
17 H 0.50700 -2.15449 -2.48025
18 H 0.41725 -3.93072 -2.43660
19 H 1.19280 -3.03757 -1.09531
20 H 2.71382 -3.93795 -2.56994
21 C 5.52257 -1.62514 -0.20406
22 O 6.76544 -1.68373 -0.88896
23 H 5.00018 -0.71766 -0.50717
24 H 4.91569 -2.49598 -0.46525
25 H 5.69513 -1.59916 0.87433
26 H 7.21055 -2.49145 -0.60754
27 C -1.84969 0.22008 1.72692
28 O -0.95664 -0.60328 0.98112
29 H -2.16825 -0.32047 2.61476
30 H -1.33778 1.13876 2.02611
31 H -2.72358 0.46086 1.11620
32 H -0.69020 -0.10138 0.20150
33 C -0.19713 -0.06307 5.27613
34 O -0.84282 -0.92265 4.34736
35 H -0.90621 0.20217 6.05954
36 H 0.65855 -0.57590 5.72276
37 H 0.13730 0.84634 4.76895
38 H -0.19663 -1.14250 3.66569
39 C -4.69069 -1.51919 0.02864
40 O -5.34016 -2.37955 -0.89862
41 H -5.39632 -1.25033 0.81335
42 H -3.83484 -2.03487 0.47291
43 H -4.35637 -0.61239 -0.48304
44 H -4.69757 -2.60219 -1.58082
45 C -7.69932 0.82196 1.44676
46 O -6.32622 1.09645 1.69603
47 H -7.79207 -0.20195 1.08553
48 H -8.27247 0.93184 2.37068
49 H -8.08242 1.50831 0.68752
50 H -6.27032 2.00456 2.01327

What are the Löwdin partial charges on each atom? They are as follows, in elementary charge units: 0.1996 -0.3239 0.1724 0.0142 -0.1947 0.8190 -0.2549 -0.2172 -0.1760 -0.4484 1.0070 0.1105 0.1573 0.1804 -0.1467 -0.1691 0.0610 0.0878 0.0830 0.0822 -0.1720 -0.1307 0.0202 0.0785 0.0863 0.0852 -0.1501 -0.1361 0.0704 0.0801 0.0700 0.0404 -0.1500 -0.1422 0.0821 0.0762 0.0732 0.0709 -0.1649 -0.1238 0.0667 0.0757 0.0725 0.0701 -0.1547 -0.1429 0.0764 0.0780 0.0776 0.0734

Entry 3:
Below is one molecule with the formula C9H13O3PS, with properties calculated with ωB97M-V/def2-TZVPD.

Charge   0
Energy above the lowest of the compared OMol25 structures with the same formula, charge and spin   2.326 eV
Max |F|   0.1204 hartree/bohr
Expectation value of S²   2.0340
2S+1   3
HOMO level (spin up / spin down)   -3.2 / -7.4 eV

Atoms and positions in Å:
1 C -2.62096 -3.42936 0.23923
2 C -1.66151 -3.76415 -0.69694
3 C -2.35981 -2.47572 1.28184
4 C -0.41777 -3.08514 -0.60856
5 C -1.07722 -1.94570 1.41888
6 C -0.19533 -2.19682 0.39759
7 C 0.19053 1.49819 -1.07354
8 C 1.25865 2.70263 1.44637
9 C 3.14846 1.64350 -0.45268
10 O 1.12375 0.03460 1.12168
11 O 2.29851 -2.09985 1.43938
12 O 1.79629 -1.16959 -0.89286
13 P 1.59035 1.49037 0.11425
14 S 1.44556 -1.43178 0.49122
15 H -3.58550 -3.76228 0.09471
16 H -1.80016 -4.44798 -1.42402
17 H -3.08275 -2.35267 2.01087
18 H 0.27640 -3.06589 -1.50015
19 H -0.77196 -1.35505 2.27301
20 H -0.11455 0.47389 -1.01309
21 H -0.72750 2.16647 -0.83659
22 H 0.64831 1.68525 -2.08166
23 H 1.84442 2.57404 2.33793
24 H 1.23340 3.73559 1.19073
25 H 0.19504 2.69821 1.91107
26 H 3.38961 1.13682 -1.43076
27 H 3.78228 1.36394 0.31151

What are the Löwdin partial charges on each atom? They are as follows, in elementary charge units: -0.1267 -0.0942 -0.0896 -0.1327 -0.1217 -0.3738 -0.1484 -0.1777 -0.0591 -0.4113 -0.2803 -0.3396 0.8452 0.6301 0.0540 0.0575 0.0618 0.1123 0.1006 0.0212 0.1047 0.0743 0.0487 0.0394 0.1052 0.0814 0.0188

Entry 4:
Below is C5H9FN as an isolated structure, with properties calculated with ωB97M-V/def2-TZVPD.

Charge   +1
Energy above the lowest of the compared OMol25 structures with the same formula, charge and spin   2.903 eV
Max |F|   0.1063 hartree/bohr
Expectation value of S²   2.0069
2S+1   3
HOMO level (spin up / spin down)   -12.6 / -16.4 eV

Atoms and positions in Å:
1 C -1.67814 -0.47062 1.05364
2 C -0.89328 -0.04702 -1.05937
3 C 1.56337 -0.64038 -0.41220
4 C 0.29895 0.98720 0.94446
5 C 0.45255 0.36471 -0.48494
6 N -0.75671 0.21125 1.60768
7 F -2.55740 -1.22180 1.36084
8 H -1.44685 -0.59985 -0.25681
9 H -1.67127 0.75461 -1.43476
10 H -0.75198 -0.80236 -1.83014
11 H 2.14289 -0.42070 0.44285
12 H 2.22134 -0.60891 -1.28252
13 H 1.10559 -1.59905 -0.26242
14 H 1.17231 0.97397 1.65873
15 H -0.05557 1.96217 1.02780
16 H 0.85420 1.15677 -1.07284

What are the Löwdin partial charges on each atom? They are as follows, in elementary charge units: -0.1861 -0.0094 -0.0314 -0.0509 -0.3668 0.2647 0.3673 -0.0002 0.1692 0.1147 0.0684 0.1096 0.0939 0.1739 0.1482 0.1350

Which formula does entry 4 have?
C5H9FN